# C6H10OS

A single C6H10OS molecule at a distorted geometry (ωB97M-V with the def2-TZVPD basis set, the Open Molecules 2025 dataset).

DFT total energy, eV: -19265.80821
E_HOMO, eV: -7.79
Frontier orbital gap, eV: 8.62
LUMO level, Ha: 0.030
SMILES: CC1=C(CS)CCO1
Energy above the lowest of the compared OMol25 structures with the same formula, charge and spin, eV: 1.221

ORCA input file:
```
! wB97M-V def2-TZVPD RIJCOSX def2/J DEFGRID3
* xyz 0 1
C -0.466 -0.815 2.041
C -0.303 -0.709 0.551
C -0.227 0.348 -0.314
C -0.504 1.740 0.029
S 0.755 2.504 1.212
C 0.107 -0.114 -1.676
C 0.512 -1.565 -1.359
O 0.145 -1.848 -0.028
H -0.859 -1.809 2.283
H -1.240 -0.054 2.377
H 0.511 -0.667 2.579
H -1.422 1.924 0.526
H -0.480 2.362 -0.870
H 1.808 2.131 0.461
H 0.912 0.563 -2.013
H -0.800 -0.043 -2.281
H 1.571 -1.685 -1.519
H -0.019 -2.262 -1.999
*
```

=====

# C6H10OS2

A single C6H10OS2 molecule at a distorted geometry (ωB97M-V with the def2-TZVPD basis set, the Open Molecules 2025 dataset).

DFT total energy, eV: -30100.11422
E_HOMO, eV: -8.73
Frontier orbital gap, eV: 9.38
LUMO level, Ha: 0.024
SMILES: CC(=O)[C@@H]1[C@H](S)[C@@]1(C)S
Energy above the lowest of the compared OMol25 structures with the same formula, charge and spin, eV: 1.349

ORCA input file:
```
! wB97M-V def2-TZVPD RIJCOSX def2/J DEFGRID3
* xyz 0 1
C 2.093 -1.548 -0.833
C 1.353 -0.529 -0.097
O 1.849 0.180 0.719
C -0.082 -0.384 -0.529
C -0.569 1.113 -0.763
S 0.236 2.570 -0.206
C -1.181 0.172 0.378
C -1.107 0.592 1.797
S -2.719 -0.727 -0.011
H 2.793 -0.945 -1.500
H 1.526 -2.212 -1.483
H 2.612 -2.343 -0.265
H -0.372 -1.132 -1.209
H -1.208 1.180 -1.626
H 1.270 1.733 0.305
H -2.038 0.994 2.059
H -0.369 1.340 1.745
H -0.826 -0.150 2.533
H -3.261 0.098 -1.014
*
```

=====

# C6H10PS

C6H10PS as an isolated structure at a distorted geometry (ωB97M-V with the def2-TZVPD basis set, the Open Molecules 2025 dataset).

DFT total energy, eV: -26499.38998
E_HOMO, eV: -13.30
Frontier orbital gap, eV: 7.90
LUMO level, Ha: -0.198
Energy above the lowest of the compared OMol25 structures with the same formula, charge and spin, eV: 0.028

ORCA input file:
```
! wB97M-V def2-TZVPD RIJCOSX def2/J DEFGRID3
* xyz 1 1
C 0.915 -0.806 1.643
C 1.529 0.375 1.308
C -0.281 -1.081 1.153
C 0.881 1.110 0.404
C -2.301 1.047 0.545
C 0.809 -0.738 -2.493
P -0.682 0.286 0.119
S -0.932 -0.678 -2.009
H 1.443 -1.478 2.184
H 2.483 0.733 1.769
H -0.859 -2.087 1.269
H 1.259 2.165 0.088
H -2.558 0.458 1.423
H -3.091 0.808 -0.288
H -2.062 2.122 0.487
H 1.111 0.299 -2.560
H 1.063 -1.256 -3.398
H 1.271 -1.278 -1.645
*
```

=====

# C6H10S

C6H10S as an isolated structure at a distorted geometry (ωB97M-V with the def2-TZVPD basis set, the Open Molecules 2025 dataset).

DFT total energy, eV: -17215.29568
E_HOMO, eV: -8.13
Frontier orbital gap, eV: 9.13
LUMO level, Ha: 0.037
Energy above the lowest of the compared OMol25 structures with the same formula, charge and spin, eV: 4.328

ORCA input file:
```
! wB97M-V def2-TZVPD RIJCOSX def2/J DEFGRID3
* xyz 0 1
C 0.828 0.601 -2.119
C 1.240 0.246 -0.934
C 0.861 0.938 1.689
C -0.595 1.139 1.279
C 0.239 0.044 0.671
C -1.506 -1.887 -0.380
S -0.084 -1.617 0.798
H 1.630 0.648 -2.941
H -0.197 0.530 -2.608
H 2.238 -0.090 -0.686
H 1.704 1.573 1.455
H 1.006 0.656 2.739
H -1.309 1.028 2.102
H -0.811 1.999 0.763
H -1.336 -1.673 -1.387
H -2.259 -1.143 0.005
H -1.649 -2.992 -0.446
*
```

=====

# C6H10S

A single C6H10S molecule at a distorted geometry (ωB97M-V with the def2-TZVPD basis set, the Open Molecules 2025 dataset).

DFT total energy, eV: -17215.64536
E_HOMO, eV: -8.02
Frontier orbital gap, eV: 8.96
LUMO level, Ha: 0.035
SMILES: C=C/C=C(\C)SC
Energy above the lowest of the compared OMol25 structures with the same formula, charge and spin, eV: 3.978

ORCA input file:
```
! wB97M-V def2-TZVPD RIJCOSX def2/J DEFGRID3
* xyz 0 1
C 1.351 -0.787 0.070
C 1.539 0.323 0.977
C 0.582 1.171 0.645
C -0.226 0.485 -0.450
C -0.102 1.139 -1.799
S -1.933 -0.179 -0.226
C -1.804 -1.327 1.096
H 2.038 -0.708 -0.635
H 1.166 -1.815 0.403
H 2.414 0.434 1.610
H 0.291 2.213 0.871
H -0.348 0.369 -2.600
H 0.927 1.329 -1.855
H -0.628 2.012 -2.068
H -1.545 -0.776 1.996
H -0.960 -2.078 0.846
H -2.762 -1.804 1.120
*
```

=====

# C6H10S

C6H10S as an isolated structure at a distorted geometry (ωB97M-V with the def2-TZVPD basis set, the Open Molecules 2025 dataset).

DFT total energy, eV: -17215.74966
E_HOMO, eV: -9.04
Frontier orbital gap, eV: 8.98
LUMO level, Ha: -0.002
Energy above the lowest of the compared OMol25 structures with the same formula, charge and spin, eV: 3.874

ORCA input file:
```
! wB97M-V def2-TZVPD RIJCOSX def2/J DEFGRID3
* xyz 0 1
C -0.763 -0.143 -0.444
C -1.123 -0.309 1.131
C 0.955 0.797 0.454
C 0.733 -0.371 -0.542
C -0.563 0.953 0.580
C 1.272 -0.146 -1.945
S -2.661 -0.399 2.797
H -1.508 -0.259 -1.210
H -0.451 -0.952 1.675
H 1.470 0.545 1.378
H 1.441 1.657 -0.004
H 1.077 -1.342 -0.171
H -1.074 1.901 0.664
H 2.358 -0.179 -1.947
H 0.948 0.819 -2.326
H 0.893 -0.916 -2.615
H -3.004 -1.655 2.524
*
```

=====

Repeat the sixth record exactly.
# C6H10S

C6H10S as an isolated structure at a distorted geometry (ωB97M-V with the def2-TZVPD basis set, the Open Molecules 2025 dataset).

DFT total energy, eV: -17215.74966
E_HOMO, eV: -9.04
Frontier orbital gap, eV: 8.98
LUMO level, Ha: -0.002
Energy above the lowest of the compared OMol25 structures with the same formula, charge and spin, eV: 3.874

ORCA input file:
```
! wB97M-V def2-TZVPD RIJCOSX def2/J DEFGRID3
* xyz 0 1
C -0.763 -0.143 -0.444
C -1.123 -0.309 1.131
C 0.955 0.797 0.454
C 0.733 -0.371 -0.542
C -0.563 0.953 0.580
C 1.272 -0.146 -1.945
S -2.661 -0.399 2.797
H -1.508 -0.259 -1.210
H -0.451 -0.952 1.675
H 1.470 0.545 1.378
H 1.441 1.657 -0.004
H 1.077 -1.342 -0.171
H -1.074 1.901 0.664
H 2.358 -0.179 -1.947
H 0.948 0.819 -2.326
H 0.893 -0.916 -2.615
H -3.004 -1.655 2.524
*
```

=====

Question: The highest frontier orbital gap belongs to which entry?
Answer: C6H10OS2

=====

Question: Among the records above, which one has the highest energy above the lowest of the compared OMol25 structures with the same formula, charge and spin?
Answer: number 4